Record 1
Entry from the Open Molecules 2025 dataset: a molecular structure, C13H19NO6 (ωB97M-V with the def2-TZVPD basis set).

```
39
Properties=species:S:1:pos:R:3:forces:R:3:nbo_charge:R:1
C -2.192 0.231 2.391 -7.2 10.4 -1.1 -0.55
H -3.017 -0.079 3.013 0.0 0.0 0.4 0.21
H -1.611 -0.441 2.202 6.6 -7.6 -2.2 0.16
H -2.670 0.655 1.383 0.6 -1.6 1.7 0.18
C -1.522 1.577 2.917 -2.0 -10.5 5.5 -0.32
H -2.287 2.013 3.398 -2.5 2.2 1.8 0.21
H -0.853 0.904 3.919 -1.5 2.9 -2.5 0.15
C -0.731 2.328 2.140 5.0 2.6 -1.8 -0.26
C -0.293 3.506 2.956 -6.0 -7.1 6.7 -0.55
H -1.066 4.060 3.436 -1.2 0.2 0.0 0.21
H 0.183 4.078 2.486 7.4 8.6 -6.9 0.18
H 0.265 3.142 3.780 0.9 -0.3 0.8 0.21
H -1.100 2.775 1.215 -0.5 -0.7 -0.4 0.22
C 0.533 1.452 1.814 -2.1 1.5 -4.0 -0.15
N 0.196 0.683 0.567 7.9 -7.0 7.9 -0.57
C 0.866 -0.691 0.439 -4.8 9.1 -1.2 0.22
C 0.638 -1.256 -0.709 -3.2 -2.2 -3.9 -0.42
C -0.342 -0.848 -1.709 -4.3 7.2 1.7 0.78
O -1.164 0.334 -1.536 4.7 -7.0 -1.8 -0.67
O -0.599 -1.648 -2.746 -2.7 2.6 0.3 -0.49
C 0.267 -2.553 -3.202 3.1 -4.9 3.5 0.55
C -0.386 -3.737 -4.029 -7.5 9.4 2.6 -0.58
H 0.217 -4.415 -4.262 4.7 -6.1 -1.3 0.21
H -0.631 -3.149 -4.889 0.0 0.0 -1.5 0.21
H -1.545 -3.858 -3.692 3.2 -0.6 -0.1 0.24
C 1.543 -1.897 -3.667 0.4 -4.2 -4.5 -0.67
H 2.422 -2.667 -4.053 -2.8 1.3 0.7 0.24
H 1.145 -1.404 -4.550 0.9 0.9 -0.2 0.23
H 2.139 -1.397 -3.010 0.6 2.2 2.1 0.24
O 0.728 -3.332 -1.917 -2.3 -0.3 -4.2 -0.53
C 0.831 -2.691 -0.793 0.2 3.2 -5.2 0.76
O 1.472 -3.222 -0.038 4.5 -4.7 8.7 -0.56
H 1.440 -1.003 1.190 2.0 -1.4 2.9 0.22
H -0.360 0.935 -0.107 -4.3 1.7 -4.7 0.42
H 1.067 0.912 2.531 -0.4 -1.4 1.7 0.25
C 1.542 2.396 1.403 4.0 1.1 0.4 0.75
O 2.561 2.836 1.854 2.0 -0.9 6.5 -0.58
O 1.632 2.831 0.238 -7.5 0.9 -10.7 -0.61
H 0.680 2.642 -0.364 3.9 0.6 2.1 0.44
```
Positions in Å, forces in eV/Å.

## Properties
* spin multiplicity: 1
* gap between HOMO and LUMO: 8.37 eV

Record 2
Entry from the Open Molecules 2025 dataset: a gas-phase ion, CH3I2N2 (charge +1) (ωB97M-V with the def2-TZVPD basis set).

```
8
Properties=species:S:1:pos:R:3:forces:R:3:nbo_charge:R:1
C -0.427 -0.012 -0.080 2.1 4.1 0.4 0.38
N 0.568 1.130 -0.286 -8.0 -2.4 -0.5 -0.90
N -0.110 -1.199 0.387 -1.5 0.0 -0.8 -0.73
I -2.436 0.764 -0.174 1.0 -1.0 0.1 0.34
I 2.558 0.897 -0.154 4.6 -0.3 0.3 0.59
H 0.007 2.002 -0.582 1.2 -1.5 0.5 0.43
H 0.727 -1.759 0.313 0.8 0.9 -0.1 0.46
H -0.888 -1.823 0.576 -0.2 0.2 0.0 0.44
```
Positions in Å, forces in eV/Å.

## Properties
* spin multiplicity: 3
* charge: +1
* gap between HOMO and LUMO (alpha / beta): 6.20 / 7.06 eV

Q: spin multiplicity of number 1 (C13H19NO6)?
A: 1